C14H66N2O26S2Tl | the ωB97M-V functional and the def2-TZVPD basis

Calculated values
DFT total energy = -98165.136 eV
Total charge = -1
F_max = 4.76 eV Å⁻¹
E_HOMO = -6.493 eV
Gap between HOMO and LUMO = 3.26 eV

Each line ends with the Mulliken charge.
Cartesian coordinates (Å):
Tl 0.149 -0.541 1.022  1.46
S 2.332 0.171 -1.732  0.58
O 3.780 0.566 -1.838  -0.94
O 1.685 0.108 -3.050  -0.86
O 2.193 -1.045 -0.920  0.00
O 1.639 1.194 -0.914  -0.23
S -2.547 -0.338 4.138  1.89
O -2.382 -1.710 4.496  -1.06
O -1.813 0.445 5.117  -1.03
O -2.028 -0.029 2.806  -0.73
O -3.964 0.076 4.182  -0.70
O 2.531 -1.929 2.620  -0.36
H 3.271 -1.573 3.112  0.16
H 2.616 -2.878 2.711  0.15
O 3.002 3.157 0.152  -0.85
H 2.598 2.492 -0.405  0.33
H 2.285 3.748 0.379  0.44
O 0.613 -3.442 0.417  -0.19
H 0.443 -4.071 1.118  0.15
H 1.369 -3.799 -0.048  0.23
O 4.935 -0.978 0.275  -0.67
H 5.346 -0.277 0.780  0.24
H 4.379 -0.524 -0.358  0.26
O -3.569 -3.227 2.555  -0.68
H -3.256 -2.657 3.258  0.24
H -4.515 -3.086 2.534  0.31
O -2.224 1.069 -0.076  -0.42
H -2.848 1.032 -0.801  0.25
H -2.695 1.524 0.623  0.27
O -0.413 -2.721 3.029  -0.52
H -0.144 -3.579 3.356  0.21
H -1.123 -2.453 3.613  0.17
O -3.404 2.427 1.869  -0.74
H -3.556 3.080 2.551  0.29
H -3.153 1.636 2.346  0.04
O 0.733 0.186 3.902  -0.46
H 1.404 -0.001 4.558  0.15
H -0.063 0.343 4.410  0.15
O -1.105 2.926 4.187  -0.73
H -1.916 3.433 4.144  0.19
H -1.391 2.029 4.359  0.38
O 2.858 0.932 1.725  -0.17
H 3.619 0.740 2.273  0.19
H 3.121 1.693 1.207  0.26
O -0.193 2.273 1.766  1.43
H -0.458 2.485 2.661  -0.08
H -0.206 3.113 1.307  -0.25
O -0.455 -0.714 -1.916  0.18
H -1.145 -0.315 -2.445  0.07
H 0.359 -0.453 -2.348  0.07
C -0.637 -4.027 -3.712  -1.30
C -1.453 -3.241 -4.760  0.42
C -2.923 -3.137 -4.312  -0.12
O -3.740 -2.733 -5.448  -0.44
C -5.005 -2.271 -4.945  -0.72
N -0.906 -1.880 -4.796  -0.48
H -0.904 -5.084 -3.724  0.48
H -0.836 -3.706 -2.690  0.07
H 0.423 -3.918 -3.938  0.34
H -1.490 -3.712 -5.742  0.38
H -3.069 -2.449 -3.479  -0.22
H -3.310 -4.106 -3.999  0.38
H -5.596 -3.078 -4.512  0.29
H -5.591 -1.914 -5.792  0.32
H -4.955 -1.364 -4.343  0.26
H -0.957 -1.655 -5.780  0.26
H 0.087 -1.978 -4.645  0.11
C -1.167 3.835 -1.431  -0.98
C 0.115 4.504 -1.917  0.57
C 0.694 5.371 -0.772  -1.41
O 0.659 4.680 0.513  -0.11
C 0.434 5.647 1.579  -0.83
N 1.088 3.564 -2.496  -0.62
H -0.970 3.095 -0.656  -0.06
H -1.691 3.390 -2.277  0.42
H -1.758 4.612 -0.945  0.39
H -0.072 5.203 -2.732  0.39
H 0.232 6.355 -0.852  0.59
H 1.737 5.669 -0.881  0.34
H 1.372 6.163 1.781  0.26
H 0.211 5.186 2.541  0.17
H -0.347 6.318 1.222  0.35
H 1.351 2.786 -1.908  -0.06
H 0.631 2.995 -3.194  0.34
C 4.765 -4.115 -2.693  -1.31
C 3.302 -3.808 -2.654  -0.06
O 2.894 -3.655 -1.312  -0.65
H 5.360 -3.376 -2.156  0.30
H 5.115 -4.212 -3.721  0.39
H 4.969 -5.026 -2.130  0.31
H 2.743 -4.593 -3.163  0.31
H 3.092 -2.855 -3.142  0.15
H 2.874 -2.706 -1.167  0.35
C 3.710 4.021 3.706  -0.98
C 2.684 3.067 4.397  0.76
O 1.516 3.793 4.849  -0.62
H 4.445 3.453 3.135  0.28
H 4.141 4.790 4.346  0.35
H 3.243 4.587 2.900  0.07
H 3.326 2.539 5.102  0.30
H 2.398 2.303 3.674  -0.41
H 0.762 3.206 4.755  0.36
C -3.583 -3.795 -0.801  -1.25
C -3.139 -2.334 -0.660  0.71
O -2.333 -2.197 0.511  0.11
H -4.136 -4.137 0.073  0.42
H -2.692 -4.419 -0.882  0.23
H -4.230 -3.947 -1.665  0.36
H -4.080 -1.783 -0.660  0.32
H -2.622 -1.983 -1.553  -0.65
H -2.876 -2.477 1.252  0.04

Cartesian forces (eV/Å) of the 2 atoms listed first:
Tl -0.254 0.293 -0.345
S 2.891 3.655 -0.981

***

C28H24F2N3O2 | the ωB97M-V functional and the def2-TZVPD basis

Calculated values
DFT total energy = -43415.955 eV
Total charge = +1
F_max = 4.08 eV Å⁻¹
ΔE to the lowest compared entry with this formula, charge and spin = 13.61 kcal/mol
E_HOMO = -11.238 eV
Gap between HOMO and LUMO = 7.21 eV

Each line ends with the Mulliken charge.
Cartesian coordinates (Å):
F 5.129 1.165 1.982  -0.32
C 3.864 0.839 2.413  0.44
C 3.674 0.257 3.665  -0.75
C 2.364 0.000 4.103  -0.43
C 1.240 0.239 3.290  0.29
C -0.161 0.022 3.940  -0.89
C -1.545 0.269 3.326  0.44
C -2.674 -0.055 4.119  -0.58
C -3.983 0.179 3.676  -0.73
C -4.163 0.725 2.402  0.42
F -5.420 1.061 1.958  -0.32
C -3.087 1.024 1.579  -1.03
C -1.788 0.799 2.056  0.12
C 1.491 0.739 2.001  0.20
C 2.787 1.111 1.577  -0.92
H 4.536 -0.061 4.249  0.45
H 2.221 -0.392 5.117  0.39
H -0.168 0.583 4.903  0.41
H -2.522 -0.514 5.104  0.41
H -4.856 -0.074 4.272  0.45
H -3.223 1.458 0.590  0.45
H -0.961 1.102 1.426  0.49
H 0.628 0.921 1.367  0.19
H 2.933 1.619 0.625  0.44
C -0.903 -5.297 2.595  -0.74
N -1.058 -4.811 1.235  0.44
C -0.092 -4.229 0.471  -0.43
H -0.189 -1.043 4.243  0.35
C 1.366 -4.447 0.558  -0.40
C 1.913 -5.421 -0.320  -0.14
C 3.269 -5.710 -0.304  -0.51
C 4.119 -5.011 0.584  -0.01
N 5.508 -5.342 0.548  0.91
O 6.332 -4.769 1.296  -0.55
O 5.838 -6.234 -0.277  -0.56
C 3.599 -4.016 1.455  -0.66
C 2.231 -3.747 1.442  -0.06
N -0.712 -3.393 -0.405  0.42
C -0.127 -2.192 -0.997  -0.67
C -2.101 -3.661 -0.389  0.77
C -2.317 -4.577 0.639  0.79
C -3.418 -5.425 0.632  -0.83
C -4.258 -5.379 -0.485  -0.67
C -4.036 -4.460 -1.520  -0.68
C -2.968 -3.555 -1.470  -0.80
H -1.766 -5.937 2.777  0.30
H 0.043 -5.836 2.697  0.32
H -0.926 -4.502 3.366  0.26
H 1.242 -5.949 -1.008  0.49
H 3.697 -6.473 -0.958  0.49
H 4.261 -3.466 2.138  0.53
H 1.792 -2.992 2.100  0.67
H -0.759 -1.937 -1.853  0.32
H -0.134 -1.316 -0.305  0.24
H 0.900 -2.391 -1.340  0.32
H -3.567 -6.109 1.463  0.34
H -5.118 -6.039 -0.541  0.40
H -4.726 -4.420 -2.356  0.40
H -2.759 -2.802 -2.230  0.33

Cartesian forces (eV/Å) of the 2 atoms listed first:
F -1.184 -0.406 0.530
C 0.156 0.244 -0.330

***

C30H26N7O6SW | the ωB97M-V functional and the def2-TZVPD basis

Calculated values
Spin multiplicity = 3
DFT total energy = -66888.013 eV
Total charge = +3
<S²> = 2.0127
F_max = 1.36 eV Å⁻¹
ΔE to the lowest compared entry with this formula, charge and spin = 9.17 kcal/mol
E_HOMO (spin up / spin down) = -15.742 / -15.741 eV
Gap between HOMO and LUMO (spin up / spin down) = 6.26 / 5.79 eV

Each line ends with the Löwdin spin population.
Cartesian coordinates (Å):
W 0.394 0.474 0.351  1.59
O -1.140 2.775 -2.951  0.01
C -0.934 2.138 -1.848  0.02
O -0.042 1.296 -1.681  0.03
C -1.846 2.403 -0.726  0.01
C -2.941 3.249 -0.737  0.00
C -3.743 3.288 0.394  0.01
C -3.448 2.450 1.464  0.00
C -2.330 1.641 1.386  0.01
N -1.524 1.647 0.322  0.01
C -1.884 0.616 2.371  0.01
O -2.425 0.470 3.539  0.01
O -0.955 -0.120 2.039  0.02
H -0.530 2.509 -3.664  0.00
H -3.156 3.847 -1.613  0.00
H -4.605 3.940 0.431  0.00
H -4.102 2.437 2.326  0.00
H -3.130 1.099 3.757  0.00
C 3.937 -2.255 -0.638  0.01
C 2.998 -1.123 -0.409  0.03
N 1.763 -1.283 -0.087  0.01
N 1.271 -2.558 0.070  0.00
C -0.027 -2.767 -0.211  0.02
N -0.524 -3.983 -0.146  0.01
S -0.989 -1.436 -0.681  0.02
C 3.376 0.285 -0.557  0.01
C 4.673 0.710 -0.775  0.00
C 4.932 2.064 -0.932  0.02
C 3.874 2.954 -0.890  0.00
C 2.604 2.463 -0.647  0.02
N 2.352 1.162 -0.469  0.00
H 3.464 -3.024 -1.252  0.00
H 4.243 -2.706 0.311  0.00
H 4.837 -1.936 -1.154  0.00
H 1.897 -3.300 0.351  0.00
H 0.033 -4.803 0.052  0.00
H -1.505 -4.123 -0.334  0.00
H 5.480 -0.007 -0.817  0.00
H 5.943 2.413 -1.093  0.00
H 4.022 4.016 -1.025  0.00
H 1.758 3.134 -0.576  0.00
O -0.281 4.136 1.765  0.00
C 0.511 3.352 2.223  0.00
N 1.263 3.388 3.346  0.00
C 2.034 2.164 3.609  0.00
C 1.515 1.359 2.453  0.03
O 1.631 0.143 2.097  0.02
N 0.816 2.093 1.610  0.03
C 1.760 1.615 4.996  0.00
C 1.034 0.452 5.213  0.00
C 0.800 0.019 6.514  0.00
C 1.282 0.747 7.589  0.00
C 2.006 1.914 7.371  0.00
C 2.252 2.342 6.078  0.00
C 3.539 2.327 3.317  0.00
C 4.045 3.498 2.767  0.00
C 5.409 3.612 2.520  0.00
C 6.259 2.551 2.794  0.00
C 5.746 1.373 3.327  0.00
C 4.390 1.260 3.592  0.00
H 1.194 4.133 4.023  0.00
H 0.657 -0.132 4.382  0.00
H 0.245 -0.893 6.684  0.00
H 1.103 0.405 8.599  0.00
H 2.388 2.479 8.210  0.00
H 2.846 3.233 5.906  0.00
H 3.396 4.342 2.567  0.00
H 5.808 4.543 2.137  0.00
H 7.323 2.648 2.624  0.00
H 6.409 0.552 3.570  0.00
H 3.996 0.360 4.048  0.00

Cartesian forces (eV/Å) of the 2 atoms listed first:
W 0.644 -1.012 -0.649
O -0.075 0.063 0.018